[1]
ORCA calculation (ωB97M-V/def2-TZVPD) on a molecular structure, C33H42CaF12N2O32S4.

Energy   -7268.1881 Eh
LUMO level   -7.03 eV
Net charge   0
Molar mass   1375.003 g mol⁻¹
HOMO   -9.6 eV
Orbital gap   0.093 Ha

XYZ file:
```
126
Properties=species:S:1:pos:R:3:forces:R:3:mulliken_charge:R:1
Ca 10.921270 13.393350 18.449800 -0.616 -0.299 -0.887 1.877
C 4.125710 13.514530 19.695820 -2.406 -0.497 1.016 0.633
F 4.910400 13.929030 20.765890 -1.760 -0.977 -1.679 -0.208
F 3.437800 12.314420 19.964670 2.479 2.442 -0.275 -0.190
F 3.081060 14.400350 19.481380 2.484 -0.971 0.384 -0.207
S 5.288650 13.474300 18.175470 0.330 -1.333 -4.408 0.972
O 4.532590 13.807600 16.945210 0.661 -1.349 3.043 -0.572
O 6.336830 14.429310 18.368740 0.921 0.371 1.742 -0.654
N 6.149600 11.894030 18.152360 -1.992 2.944 0.314 -0.496
S 5.255160 10.913130 17.259390 -3.097 -1.853 -1.088 1.008
O 3.783790 11.098560 17.395500 2.898 -0.339 0.229 -0.567
O 5.720830 10.730040 15.886080 0.125 -0.050 2.101 -0.593
C 5.559190 9.204940 18.258320 0.646 -0.312 -0.923 0.595
F 4.786910 8.204070 17.702560 1.244 1.691 1.078 -0.207
F 6.895000 8.835300 18.132170 -1.643 0.369 0.066 -0.245
F 5.320060 9.294930 19.586560 -0.108 -0.014 -1.441 -0.206
C 14.380080 12.961270 12.922890 -1.025 -2.195 0.083 0.707
F 14.098450 14.173830 12.521160 0.176 0.664 -0.050 -0.202
F 15.071610 12.312740 11.975110 -0.323 0.967 1.002 -0.178
F 15.021320 12.972100 14.097080 0.385 0.402 -0.602 -0.238
S 12.693430 12.031170 13.252450 -0.831 -0.453 -1.026 1.011
O 11.704590 13.018920 13.659360 0.944 -0.265 -0.028 -0.689
O 12.463840 11.262060 12.003950 0.263 1.985 2.858 -0.546
N 12.999940 11.097230 14.695990 -0.230 3.533 -1.716 -0.519
S 13.476560 9.809430 14.009580 3.752 -5.480 -2.227 1.029
O 12.340060 9.006080 13.648290 0.343 -0.402 -0.120 -0.619
O 14.648420 9.904470 13.034410 -3.085 0.088 2.919 -0.615
C 14.323600 8.766350 15.410500 -0.958 0.411 -1.788 0.595
F 13.478480 8.494030 16.400760 -0.187 0.156 0.545 -0.240
F 14.763210 7.590600 14.937240 -0.155 0.677 0.013 -0.210
F 15.341000 9.469750 15.852580 0.817 0.221 0.788 -0.224
C 13.212580 22.104400 15.538570 1.394 -0.501 -1.753 -0.252
C 12.497850 22.430500 16.773360 -1.827 0.055 1.221 -0.220
O 12.258030 21.172980 17.393520 0.237 -1.384 0.273 -0.333
C 12.770580 20.173400 16.630570 0.676 -0.117 0.957 0.680
O 12.681730 19.003480 16.880610 -0.195 0.638 -0.235 -0.561
O 13.507510 20.705140 15.644140 -0.241 -0.437 -0.203 -0.321
H 14.170930 22.619930 15.476260 -0.150 0.040 -0.316 0.252
H 12.625240 22.218360 14.627440 0.109 0.319 0.045 0.241
H 11.461470 22.711630 16.586350 0.370 1.233 -0.002 0.250
H 13.073040 23.074060 17.439030 -0.407 0.043 0.069 0.263
C 17.734830 2.512460 22.095170 -0.171 0.791 0.253 -0.238
C 18.268830 1.406210 23.019840 -0.404 -0.230 -1.314 -0.208
O 19.177970 0.818690 22.080620 0.925 -2.349 2.720 -0.351
C 19.551720 1.571680 21.082510 1.935 -1.251 -2.714 0.749
O 20.466630 1.237910 20.310880 -2.878 1.841 2.182 -0.571
O 18.681900 2.583680 21.004690 0.107 0.950 -0.219 -0.345
H 17.731740 3.487350 22.582690 -0.023 -0.025 -0.069 0.249
H 16.747510 2.342420 21.665750 0.089 -0.255 0.080 0.252
H 17.575970 0.620550 23.321170 -0.317 0.142 -0.486 0.231
H 18.694400 1.718090 23.973630 0.737 0.382 -0.431 0.232
C 12.815970 13.100870 5.120630 -0.609 1.810 0.225 -0.239
C 13.496870 11.814730 5.208710 1.718 -1.257 1.711 -0.227
O 13.730410 11.424310 3.887400 -0.047 -1.131 -0.484 -0.337
C 13.088280 12.250050 3.047370 1.863 0.528 -3.019 0.704
O 13.207680 12.209820 1.830470 -0.881 -0.250 2.634 -0.554
O 12.555300 13.255300 3.729520 -1.484 0.444 0.041 -0.335
H 13.475620 13.928040 5.382810 -0.129 0.045 0.167 0.236
H 11.940110 13.124360 5.769010 -0.328 0.288 -0.528 0.268
H 13.012940 11.052350 5.819190 -0.435 -0.161 -0.508 0.279
H 14.442230 11.987660 5.723020 0.342 -0.322 -0.220 0.206
C 21.783170 10.467200 12.674100 -1.025 0.292 -2.280 -1.438
C 22.690080 9.248590 12.624290 -0.273 0.770 3.223 0.487
C 22.214970 7.972180 11.964650 1.809 -0.345 -0.093 -0.336
O 22.841830 8.181030 10.699440 -0.041 -0.296 -2.142 -0.347
C 24.031420 8.839120 10.893440 0.837 -1.603 -3.153 0.689
O 24.998520 8.836430 10.170160 -1.450 -0.270 0.202 -0.571
O 23.988770 9.447310 12.003660 -1.055 2.086 3.395 -0.341
H 22.291920 11.419550 12.823430 0.219 -0.264 -0.005 0.328
H 20.921140 10.432310 13.340280 0.542 -0.598 0.725 0.372
H 21.233130 10.496620 11.733530 0.221 0.572 -0.514 0.338
H 22.899350 9.197640 13.692800 0.510 -1.123 -0.009 0.234
H 21.178630 7.637080 11.921990 -0.035 0.877 -0.310 0.299
H 22.794020 7.114050 12.305840 -0.279 -0.100 0.955 0.286
C 4.558020 13.186090 8.323410 0.950 -0.415 -0.116 -1.377
C 3.045210 13.101050 8.216690 1.014 0.933 -0.097 0.489
C 2.336770 14.088490 9.155780 -1.016 -1.604 0.233 -0.443
O 1.403680 14.799370 8.335610 1.059 0.646 -2.114 -0.352
C 1.753390 14.604350 6.952970 -0.831 -1.670 1.555 0.649
O 1.129280 14.961480 5.996240 1.136 0.193 1.542 -0.489
O 2.791890 13.710200 6.948690 -0.970 0.569 -1.313 -0.357
H 4.800600 14.241090 8.450770 0.315 -0.113 0.033 0.334
H 5.076170 12.816990 7.438320 -0.566 0.336 -0.654 0.320
H 5.124940 12.567970 9.019550 -0.785 0.166 0.970 0.363
H 2.667650 12.078830 8.241590 -0.202 0.119 -0.123 0.289
H 3.089160 14.640520 9.719060 -0.409 0.747 -0.266 0.290
H 1.686020 13.540950 9.837570 0.305 0.088 0.362 0.284
C 21.570620 12.017290 2.564540 -1.570 0.059 -0.477 -1.323
C 20.265180 12.616380 3.222890 2.205 -1.021 -0.477 0.393
C 20.255810 12.340920 4.703710 -0.226 -0.684 0.317 -0.433
O 19.921250 13.574660 5.284020 -0.264 1.532 0.065 -0.337
C 20.160890 14.579060 4.373710 1.535 1.862 1.390 0.645
O 20.344530 15.758260 4.665400 -1.111 -3.180 -0.947 -0.551
O 20.367010 14.022700 3.166090 -0.515 1.161 -0.181 -0.339
H 22.486440 12.056130 3.154350 -0.364 0.156 0.376 0.363
H 21.782380 12.523680 1.622840 -0.169 0.041 -0.017 0.333
H 21.330400 10.983170 2.317580 0.281 -0.158 0.034 0.373
H 19.350690 12.245860 2.759740 0.101 0.305 -0.376 0.314
H 21.249620 12.036430 5.031950 -0.053 -0.046 0.252 0.255
H 19.507460 11.604200 4.995780 0.141 -0.024 0.046 0.308
C 13.531740 24.288320 7.394260 -0.112 -0.732 -0.481 -1.393
C 14.316290 23.400210 6.357050 -0.083 2.776 1.204 0.366
C 14.351070 21.940300 6.664810 0.477 0.020 0.107 -0.366
O 13.863470 21.345380 5.468880 0.261 -0.829 0.885 -0.328
C 13.489530 22.284970 4.588950 -0.739 -0.773 -0.252 0.663
O 13.053980 21.997180 3.520960 0.113 0.713 -0.057 -0.521
O 13.613140 23.493800 5.148170 -0.648 0.343 -1.400 -0.343
H 13.721290 24.109080 8.452580 0.748 -0.087 -0.091 0.373
H 12.478480 24.018770 7.316290 -0.141 0.011 -0.337 0.381
H 13.613270 25.354630 7.183470 0.163 -0.136 -0.061 0.330
H 15.277010 23.860750 6.126770 0.310 -0.230 0.438 0.282
H 13.719140 21.822020 7.545020 -0.159 -0.932 -0.205 0.285
H 15.369440 21.588210 6.829290 -0.189 -0.146 0.243 0.270
C 17.013190 4.789680 7.467850 0.124 0.162 -0.136 -1.239
C 17.409410 3.715480 6.491210 1.023 0.722 -1.127 0.523
C 18.428320 2.627580 6.737900 0.033 -0.280 1.064 -0.429
O 17.657700 1.449590 6.546760 1.234 -1.181 1.094 -0.330
C 16.391950 1.694610 6.230890 -0.849 -0.655 -2.015 0.656
O 15.585270 0.839880 5.945100 0.932 1.514 0.940 -0.540
O 16.247220 3.031540 6.043250 -0.600 -0.446 0.279 -0.369
H 16.872030 4.499860 8.509090 -0.046 -0.280 -0.119 0.322
H 16.075110 5.150090 7.045710 -0.054 0.281 0.365 0.333
H 17.733380 5.606750 7.425020 0.010 -0.001 0.123 0.347
H 17.937130 4.164090 5.649560 -1.101 0.868 -0.492 0.186
H 18.897940 2.713880 7.717760 -0.381 -0.542 0.390 0.270
H 19.275320 2.649330 6.052180 -0.326 -0.164 -0.364 0.271
```
Positions in Å, forces in eV/Å.


[2]
ORCA calculation (ωB97M-V/def2-TZVPD) on a molecular structure, C31H20BrF5N4O3RuSTe.

Energy   -5472.5022 Eh
2S+1   2
LUMO level (alpha / beta)   -0.61 / -0.55 eV
Net charge   -1
Molar mass   932.157 g mol⁻¹
HOMO (alpha / beta)   -5.7 / -5.9 eV
Orbital gap (alpha / beta)   0.188 / 0.195 Ha

XYZ file:
```
67
Properties=species:S:1:pos:R:3:forces:R:3:lowdin_spin:R:1
Ru -0.188094 -0.465185 -0.315131 -0.043 0.943 -0.411 0.810
C 2.648006 -1.090785 4.469169 -0.088 -0.039 -0.077 0.000
C 2.767506 -1.658485 3.206269 0.171 -0.027 0.203 0.000
C 1.700706 -1.651185 2.334269 -0.648 -0.014 -0.247 0.000
C 0.482906 -1.071185 2.721569 1.176 -0.359 2.574 0.001
C 0.362506 -0.525385 4.012769 -0.220 -0.281 -0.656 0.001
C 1.439606 -0.531885 4.865869 0.259 0.058 0.190 0.000
N -0.545094 -1.021685 1.842369 -2.931 1.171 -2.331 0.010
N -1.760894 -0.882585 2.198669 3.255 -0.774 3.276 -0.001
C -2.666594 -0.653385 1.246669 -1.472 0.243 -2.515 -0.003
C -4.031194 -0.601485 1.560269 0.747 -0.083 0.416 -0.001
C -4.946394 -0.289685 0.579369 -0.013 0.106 -0.016 -0.003
C -4.523094 -0.026485 -0.715231 0.466 0.076 -0.163 -0.001
C -3.173394 -0.120285 -1.045931 -1.128 0.123 -0.867 -0.003
C -2.228294 -0.456685 -0.099031 1.938 -0.456 0.815 -0.016
H 3.487206 -1.097885 5.150669 0.064 0.029 0.005 0.000
H 3.705706 -2.111685 2.908169 -0.060 0.007 -0.032 0.000
H 1.767306 -2.123985 1.361469 -0.001 0.113 0.012 0.000
H -0.589594 -0.108285 4.303769 -0.040 0.103 0.026 0.000
H 1.346506 -0.088285 5.846869 -0.001 0.009 0.083 0.000
H -4.334294 -0.839585 2.567269 -0.036 0.044 0.136 0.000
H -5.997094 -0.237685 0.824069 -0.085 -0.067 0.017 0.000
H -5.240894 0.226015 -1.481031 -0.053 0.006 -0.063 0.000
H -2.883694 0.035715 -2.076231 0.061 -0.020 0.050 0.000
Br 1.893406 -3.169085 -2.223131 0.436 -0.081 0.000 0.002
C 2.880206 -1.736285 -1.481931 0.126 -0.076 -0.250 0.000
C 4.266206 -1.853885 -1.529531 -0.112 -0.005 0.003 0.000
C 5.035706 -0.818485 -1.035531 -0.230 0.032 -0.026 -0.001
C 4.392606 0.291315 -0.512731 -0.079 -0.014 -0.132 0.000
C 3.005906 0.292115 -0.467331 0.210 0.397 0.320 0.000
N 2.251206 -0.698585 -0.948931 -0.113 -0.331 0.238 0.009
C 2.280606 1.371515 0.347069 0.464 -0.449 -0.255 0.007
O 2.725506 2.511015 0.357069 0.152 0.340 -0.046 0.014
O 1.314206 0.889915 0.992869 -0.487 -0.293 0.323 0.048
H 4.697206 -2.751685 -1.943031 0.061 -0.010 -0.027 0.000
H 6.112206 -0.889285 -1.056031 0.139 0.030 0.008 0.000
H 4.926506 1.141815 -0.115431 -0.041 0.031 0.026 0.000
S 0.013106 3.727515 -2.074531 -0.047 -0.299 0.315 -0.001
C -0.268994 3.990415 -0.374331 -0.129 -0.504 -0.128 0.000
C -0.247894 5.184615 0.322569 0.001 0.082 0.136 0.000
C -0.490994 5.146315 1.682069 0.052 0.139 -0.165 0.000
C -0.767094 3.940215 2.323169 -0.091 -0.110 0.059 0.000
C -0.795094 2.749015 1.631769 0.016 -0.066 -0.172 0.000
C -0.528294 2.762715 0.263169 -0.027 0.950 0.326 0.002
N -0.473594 1.681215 -0.572231 0.382 -0.413 -1.352 0.008
C -0.197394 2.019215 -1.814431 -0.210 0.707 0.715 -0.001
C -0.162694 1.012115 -2.827231 -0.079 -0.791 -0.774 0.007
C -0.108694 1.276315 -4.200331 -0.030 0.146 0.391 -0.001
C -0.277194 0.240115 -5.095431 0.050 0.090 -0.197 0.005
C -0.488894 -1.050185 -4.628831 -0.038 0.055 0.337 -0.002
C -0.487794 -1.321485 -3.265731 -0.119 -0.221 -0.545 0.003
C -0.312794 -0.304785 -2.350331 0.264 0.597 0.726 -0.005
H -0.031494 6.111515 -0.186231 0.018 0.112 -0.001 0.000
H -0.457794 6.061915 2.253669 -0.017 0.074 0.049 0.000
H -0.953994 3.941015 3.386869 -0.013 -0.026 0.088 0.000
H -0.988294 1.810215 2.127069 0.031 -0.063 0.050 0.000
H 0.035606 2.294515 -4.536831 -0.019 0.072 -0.150 0.000
H -0.269294 0.436815 -6.158131 0.025 0.036 -0.077 0.000
H -0.677094 -1.858885 -5.317831 0.026 -0.086 -0.138 0.000
H -0.676694 -2.333785 -2.947331 0.075 0.033 -0.097 0.000
F -2.605494 -3.382785 1.479269 0.386 1.166 -1.657 0.014
Te -1.844394 -3.129685 -0.516631 -2.013 -7.639 -1.003 0.016
F -0.922394 -4.677985 0.285269 -0.354 1.099 -0.265 -0.001
F -1.132494 -4.182085 -2.045331 -0.099 1.040 0.594 0.008
F -3.331594 -4.504685 -0.758331 1.306 1.888 0.444 0.006
F -2.900494 -2.475885 -2.322531 0.731 0.196 1.937 0.026
O -0.030594 -2.351885 -0.412631 -1.920 1.254 -0.056 0.041
```
Positions in Å, forces in eV/Å.